78
Properties=species:S:1:pos:R:3 method="wB97M-V/def2-TZVPD" e_homo_ev=-9.972 largest_force_ha_per_bohr=0.02195 relative_energy_ev=4.218 gap_ev=9.148 total_energy_ha=-1987.4070
O 4.384 -0.336 0.514
H 4.229 0.606 0.450
H 3.715 -0.728 -0.047
O -3.493 2.441 1.744
H -3.474 2.311 2.692
H -4.137 3.136 1.610
O -0.508 3.146 3.650
H -1.235 3.265 3.039
H -0.289 4.033 3.938
O 0.948 4.841 1.262
H 1.274 5.162 2.103
H 0.017 4.677 1.413
O 1.626 -5.799 -2.517
H 1.533 -4.910 -2.174
H 0.999 -5.844 -3.239
O -2.325 4.824 -1.002
H -1.804 4.968 -1.792
H -2.852 4.050 -1.199
O -1.937 0.483 0.565
H -1.165 0.593 1.121
H -2.587 1.079 0.936
O -3.530 -3.595 1.760
H -4.187 -3.993 2.331
H -2.918 -4.305 1.567
O -0.571 -2.486 1.018
H -1.463 -2.222 1.241
H -0.470 -3.351 1.415
O 2.753 0.525 3.836
H 2.795 -0.424 3.948
H 1.977 0.669 3.293
O -0.888 -4.207 -2.125
H -1.517 -4.882 -2.377
H -0.906 -4.206 -1.168
O 0.607 -3.588 4.020
H -0.040 -2.888 4.112
H 1.451 -3.137 4.018
O 0.724 5.170 -1.671
H 0.614 4.789 -0.800
H 0.512 6.096 -1.557
O 1.549 -5.102 1.016
H 2.020 -5.608 1.678
H 2.237 -4.674 0.507
O 0.735 -0.448 -0.320
H 0.117 0.234 -0.058
H 0.405 -1.245 0.096
O 2.738 2.068 -1.760
H 2.560 2.386 -0.875
H 1.905 1.702 -2.056
O -0.879 2.183 -2.647
H -0.731 1.444 -3.237
H -1.832 2.258 -2.592
O 1.759 3.410 -4.378
H 1.039 3.574 -4.987
H 1.344 3.391 -3.516
O -4.164 -1.347 0.350
H -3.363 -0.826 0.298
H -3.900 -2.150 0.799
O 3.333 3.104 1.161
H 2.398 3.251 1.019
H 3.595 3.795 1.769
O 1.650 -2.880 -2.201
H 1.654 -1.927 -2.120
H 0.741 -3.131 -2.038
O 0.484 1.117 2.313
H 0.385 1.913 2.835
H 0.567 1.429 1.412
O 0.163 2.471 0.012
H -0.177 3.292 0.366
H -0.172 2.438 -0.884
O 3.282 -3.680 -4.431
H 2.825 -3.518 -3.606
H 2.735 -4.319 -4.887
O -1.197 -5.000 1.228
H -0.265 -5.191 1.123
H -1.590 -5.843 1.455
O -3.729 1.949 -2.619
H -4.662 2.078 -2.786
H -3.419 1.440 -3.368

281
Properties=species:S:1:pos:R:3 method="wB97M-V/def2-TZVPD" e_homo_ev=-8.136 largest_force_ha_per_bohr=0.07237 relative_energy_ev=3.939 gap_ev=8.675 total_energy_ha=-5159.4946 smiles=COC[C@H](C)N.COCCNCCOC.COCCNCCOC.COCCNCCOC.COCCNCCOC.COCCNCCOC.COCCNCCOC.COCCNCCOC.COCCNCCOC.COCCNCCOC.COCCNCCOC.COCCNCCOC
C 1.605 0.872 -5.611
O 1.618 1.082 -6.993
C 2.174 0.064 -7.767
C 2.322 0.386 -9.219
C 1.039 0.445 -10.014
N 3.214 -0.448 -10.048
H 1.236 1.743 -5.069
H 2.502 0.487 -5.128
H 0.860 0.096 -5.431
H 3.164 -0.103 -7.342
H 1.567 -0.839 -7.708
H 2.832 1.349 -9.236
H 1.114 0.782 -11.048
H 0.269 1.018 -9.496
H 0.748 -0.597 -10.148
H 3.283 -0.153 -11.012
H 4.157 -0.550 -9.701
C -10.588 -2.497 0.635
O -9.685 -1.546 0.029
C -8.632 -2.226 -0.700
C -7.727 -1.162 -1.166
N -6.618 -1.581 -2.000
C -5.926 -0.427 -2.572
C -4.623 -0.885 -3.289
O -3.969 0.118 -4.084
C -3.618 1.178 -3.250
H -11.402 -2.754 -0.042
H -11.023 -2.088 1.547
H -10.104 -3.407 0.991
H -9.024 -2.775 -1.557
H -8.028 -2.918 -0.113
H -7.440 -0.601 -0.277
H -8.439 -0.634 -1.800
H -5.996 -2.217 -1.521
H -5.683 0.219 -1.728
H -6.622 -0.028 -3.309
H -4.852 -1.668 -4.012
H -3.907 -1.305 -2.582
H -3.374 0.774 -2.267
H -4.397 1.932 -3.361
H -2.794 1.745 -3.683
C 0.280 -4.927 0.671
O 0.773 -5.522 -0.495
C -0.042 -5.452 -1.685
C 0.311 -6.578 -2.686
N -0.351 -7.865 -2.377
C 0.217 -8.463 -1.179
C -0.169 -9.932 -0.879
O -1.445 -10.086 -0.281
C -1.739 -11.432 0.110
H 0.987 -4.974 1.499
H -0.537 -5.556 1.023
H -0.079 -3.900 0.597
H 0.153 -4.494 -2.168
H -1.104 -5.519 -1.450
H 1.390 -6.714 -2.768
H 0.003 -6.201 -3.661
H -1.324 -7.680 -2.179
H 0.134 -7.896 -0.251
H 1.304 -8.458 -1.258
H 0.626 -10.373 -0.278
H -0.174 -10.415 -1.856
H -0.881 -12.103 0.132
H -2.524 -11.813 -0.543
H -2.141 -11.382 1.123
C 4.524 0.872 -2.480
O 5.869 1.293 -2.037
C 6.055 2.595 -2.640
C 7.577 2.886 -2.488
N 8.369 2.200 -3.496
C 9.781 2.538 -3.366
C 10.645 1.750 -4.345
O 10.424 0.381 -4.099
C 11.281 -0.483 -4.855
H 4.230 -0.047 -1.973
H 4.412 0.653 -3.542
H 3.802 1.654 -2.243
H 5.577 3.363 -2.031
H 5.695 2.621 -3.668
H 7.854 2.601 -1.473
H 7.823 3.932 -2.673
H 8.235 1.201 -3.565
H 10.203 2.367 -2.375
H 9.776 3.581 -3.681
H 11.682 2.004 -4.123
H 10.264 1.905 -5.354
H 11.452 -0.061 -5.846
H 10.859 -1.485 -4.931
H 12.308 -0.429 -4.496
C -1.063 12.248 -4.042
O -0.695 11.014 -3.454
C -0.234 11.177 -2.130
C 0.338 9.878 -1.521
N 1.048 9.049 -2.449
C 1.374 7.707 -1.983
C 1.654 6.739 -3.165
O 0.454 6.373 -3.919
C 0.711 5.430 -4.948
H -1.859 12.675 -3.432
H -1.426 12.043 -5.049
H -0.243 12.966 -4.029
H -0.962 11.665 -1.483
H 0.568 11.915 -2.098
H -0.425 9.258 -1.050
H 1.061 10.170 -0.759
H 0.640 9.000 -3.371
H 0.587 7.349 -1.319
H 2.200 7.806 -1.278
H 2.160 5.853 -2.780
H 2.473 7.177 -3.736
H 1.189 4.541 -4.538
H 1.319 5.818 -5.765
H -0.287 5.294 -5.365
C -2.957 0.699 0.446
O -1.614 0.407 0.138
C -1.380 -0.970 -0.237
C 0.144 -1.130 -0.131
N 0.666 -0.582 1.133
C 1.842 0.264 0.982
C 1.620 1.642 0.290
O 1.756 1.592 -1.142
C 0.852 2.564 -1.807
H -3.056 1.772 0.607
H -3.178 0.263 1.420
H -3.599 0.199 -0.280
H -1.651 -1.156 -1.276
H -1.934 -1.683 0.374
H 0.549 -0.728 -1.060
H 0.511 -2.156 -0.176
H -0.158 -0.061 1.395
H 2.680 -0.268 0.532
H 2.171 0.299 2.021
H 2.306 2.397 0.676
H 0.656 2.068 0.566
H 0.721 3.518 -1.297
H -0.126 2.110 -1.965
H 1.340 2.721 -2.769
C -3.125 1.268 4.677
O -2.094 1.373 5.680
C -1.161 0.295 5.565
C -0.219 0.396 6.866
N -0.619 -0.284 8.110
C -0.521 -1.748 7.902
C -1.046 -2.390 9.126
O -1.103 -3.789 8.873
C -1.943 -4.433 9.846
H -2.765 1.427 3.661
H -3.806 2.077 4.946
H -3.713 0.350 4.681
H -0.662 0.443 4.608
H -1.756 -0.617 5.523
H -0.105 1.445 7.138
H 0.769 -0.017 6.665
H -0.031 -0.027 8.891
H 0.530 -2.021 7.813
H -1.133 -2.083 7.065
H -2.004 -1.910 9.330
H -0.383 -2.165 9.962
H -1.513 -4.553 10.840
H -2.122 -5.466 9.545
H -2.938 -3.990 9.888
C 3.979 3.459 7.240
O 3.474 3.621 5.898
C 2.073 3.612 5.831
C 1.519 3.793 4.381
N 1.880 5.036 3.781
C 1.582 5.231 2.330
C 0.160 5.034 1.898
O 0.191 5.340 0.455
C -1.107 5.441 -0.156
H 3.624 2.471 7.534
H 3.562 4.163 7.960
H 5.069 3.475 7.210
H 1.645 4.313 6.547
H 1.717 2.625 6.124
H 0.436 3.759 4.501
H 1.868 2.973 3.753
H 2.864 5.187 3.953
H 2.263 4.556 1.811
H 1.915 6.239 2.083
H -0.551 5.619 2.482
H -0.146 3.989 1.943
H -1.719 4.565 0.059
H -1.011 5.539 -1.237
H -1.708 6.290 0.170
C -2.605 -2.300 3.097
O -3.805 -2.254 2.336
C -4.345 -3.521 1.983
C -5.278 -3.280 0.787
N -4.628 -2.945 -0.464
C -4.126 -4.250 -1.127
C -3.408 -4.054 -2.476
O -2.333 -3.152 -2.323
C -1.571 -2.887 -3.454
H -2.261 -1.267 3.141
H -1.772 -2.902 2.735
H -2.844 -2.526 4.136
H -4.890 -3.918 2.840
H -3.565 -4.223 1.687
H -5.825 -2.365 1.013
H -6.005 -4.087 0.698
H -3.774 -2.445 -0.259
H -4.942 -4.955 -1.289
H -3.397 -4.761 -0.499
H -3.992 -3.617 -3.286
H -3.128 -5.018 -2.900
H -1.999 -2.165 -4.150
H -1.195 -3.756 -3.993
H -0.677 -2.369 -3.105
C 6.496 -2.669 2.661
O 5.342 -2.519 1.764
C 5.724 -2.175 0.425
C 4.529 -2.386 -0.548
N 4.201 -3.825 -0.691
C 3.040 -4.040 -1.576
C 3.248 -3.448 -3.014
O 2.189 -3.881 -3.828
C 2.283 -3.494 -5.167
H 7.185 -3.351 2.162
H 6.239 -3.063 3.644
H 7.042 -1.780 2.975
H 6.637 -2.649 0.065
H 6.104 -1.157 0.507
H 4.697 -1.893 -1.505
H 3.688 -1.826 -0.139
H 4.122 -4.291 0.201
H 2.179 -3.558 -1.113
H 2.783 -5.098 -1.602
H 4.222 -3.823 -3.327
H 3.385 -2.369 -3.081
H 2.316 -2.406 -5.215
H 1.342 -3.789 -5.631
H 3.163 -3.952 -5.619
C -0.494 -4.907 4.785
O 0.667 -4.388 4.062
C 0.854 -2.985 4.089
C 2.322 -2.768 3.623
N 3.313 -2.218 4.600
C 3.133 -0.768 4.576
C 4.155 -0.105 5.444
O 5.451 -0.266 4.818
C 6.487 0.392 5.589
H -1.424 -4.593 4.312
H -0.632 -4.372 5.725
H -0.539 -5.980 4.971
H 0.817 -2.672 5.133
H 0.070 -2.357 3.668
H 2.178 -2.150 2.736
H 2.745 -3.707 3.265
H 4.202 -2.517 4.226
H 2.115 -0.548 4.898
H 3.270 -0.346 3.581
H 4.234 -0.603 6.411
H 3.906 0.947 5.579
H 7.509 0.311 5.217
H 6.484 -0.065 6.579
H 6.328 1.460 5.741
C -7.304 -0.324 3.801
O -7.341 0.340 2.551
C -6.092 0.906 2.148
C -6.261 1.926 0.990
N -6.433 3.334 1.467
C -5.944 4.330 0.532
C -6.722 4.375 -0.843
O -6.082 3.522 -1.809
C -6.606 3.744 -3.164
H -8.281 -0.764 4.000
H -7.077 0.426 4.558
H -6.584 -1.136 3.906
H -5.528 0.027 1.834
H -5.645 1.438 2.987
H -7.106 1.703 0.338
H -5.461 1.891 0.251
H -7.412 3.486 1.669
H -4.871 4.176 0.412
H -6.038 5.315 0.989
H -6.643 5.413 -1.167
H -7.803 4.235 -0.826
H -6.070 3.150 -3.904
H -6.443 4.800 -3.379
H -7.657 3.472 -3.268

69
Properties=species:S:1:pos:R:3 method="wB97M-V/def2-TZVPD" charge=+1 e_homo_ev=-10.838 largest_force_ha_per_bohr=0.07522 relative_energy_ev=2.152 gap_ev=8.350 total_energy_ha=-6648.4485
C 2.589 2.773 2.335
C 1.535 1.884 1.536
P 2.032 0.085 1.881
C 3.247 -0.371 0.545
N 0.516 -0.979 1.809
C -0.457 -0.613 0.718
C 0.094 -0.313 -0.712
C -1.165 0.165 -1.576
O -1.898 -0.990 -2.009
C -0.161 -0.618 3.128
C -1.643 -1.122 3.250
C -2.658 0.102 3.247
C -4.137 -0.347 2.989
N -4.439 -0.330 1.551
C -4.441 0.839 0.835
C -4.747 0.538 -0.549
C -4.888 -0.933 -0.535
C -4.700 -1.468 0.791
C 0.864 -2.434 1.917
Br 2.490 -2.743 3.052
C 1.134 -3.178 0.530
C -0.162 -3.772 -0.148
Br 2.255 -4.787 0.954
H 2.423 3.842 2.061
H 2.554 2.577 3.429
H 3.591 2.501 1.901
H 1.688 2.153 0.457
H 0.479 2.085 1.834
H 2.974 -0.053 -0.488
H 3.503 -1.464 0.578
H 4.212 0.156 0.793
H -0.996 0.317 1.040
H -1.229 -1.420 0.583
H 0.505 -1.192 -1.264
H 0.840 0.517 -0.801
H -0.731 0.638 -2.497
H -1.778 0.916 -1.020
H -2.612 -1.109 -1.351
H -0.186 0.502 3.228
H 0.410 -0.980 4.013
H -1.940 -1.928 2.538
H -1.750 -1.569 4.277
H -2.628 0.498 4.302
H -2.324 0.943 2.593
H -4.307 -1.348 3.463
H -4.828 0.354 3.533
H -4.244 1.870 1.182
H -4.823 1.250 -1.388
H -5.096 -1.579 -1.412
H -4.737 -2.513 1.142
H 0.081 -3.048 2.435
H 1.733 -2.604 -0.207
H -0.737 -3.024 -0.745
H -0.771 -4.313 0.616
H 0.205 -4.541 -0.879
O 1.698 1.934 -1.700
C 2.329 2.062 -2.730
O 1.879 2.888 -3.674
C 2.622 3.252 -4.851
C 2.456 2.221 -5.947
C 3.561 1.240 -2.995
H 3.669 3.443 -4.607
H 2.206 4.203 -5.185
H 2.842 1.245 -5.645
H 2.979 2.533 -6.851
H 1.399 2.083 -6.181
H 3.261 0.256 -3.359
H 4.108 1.125 -2.059
H 4.252 1.693 -3.701

Repeat the third record exactly.
69
Properties=species:S:1:pos:R:3 method="wB97M-V/def2-TZVPD" charge=+1 e_homo_ev=-10.838 largest_force_ha_per_bohr=0.07522 relative_energy_ev=2.152 gap_ev=8.350 total_energy_ha=-6648.4485
C 2.589 2.773 2.335
C 1.535 1.884 1.536
P 2.032 0.085 1.881
C 3.247 -0.371 0.545
N 0.516 -0.979 1.809
C -0.457 -0.613 0.718
C 0.094 -0.313 -0.712
C -1.165 0.165 -1.576
O -1.898 -0.990 -2.009
C -0.161 -0.618 3.128
C -1.643 -1.122 3.250
C -2.658 0.102 3.247
C -4.137 -0.347 2.989
N -4.439 -0.330 1.551
C -4.441 0.839 0.835
C -4.747 0.538 -0.549
C -4.888 -0.933 -0.535
C -4.700 -1.468 0.791
C 0.864 -2.434 1.917
Br 2.490 -2.743 3.052
C 1.134 -3.178 0.530
C -0.162 -3.772 -0.148
Br 2.255 -4.787 0.954
H 2.423 3.842 2.061
H 2.554 2.577 3.429
H 3.591 2.501 1.901
H 1.688 2.153 0.457
H 0.479 2.085 1.834
H 2.974 -0.053 -0.488
H 3.503 -1.464 0.578
H 4.212 0.156 0.793
H -0.996 0.317 1.040
H -1.229 -1.420 0.583
H 0.505 -1.192 -1.264
H 0.840 0.517 -0.801
H -0.731 0.638 -2.497
H -1.778 0.916 -1.020
H -2.612 -1.109 -1.351
H -0.186 0.502 3.228
H 0.410 -0.980 4.013
H -1.940 -1.928 2.538
H -1.750 -1.569 4.277
H -2.628 0.498 4.302
H -2.324 0.943 2.593
H -4.307 -1.348 3.463
H -4.828 0.354 3.533
H -4.244 1.870 1.182
H -4.823 1.250 -1.388
H -5.096 -1.579 -1.412
H -4.737 -2.513 1.142
H 0.081 -3.048 2.435
H 1.733 -2.604 -0.207
H -0.737 -3.024 -0.745
H -0.771 -4.313 0.616
H 0.205 -4.541 -0.879
O 1.698 1.934 -1.700
C 2.329 2.062 -2.730
O 1.879 2.888 -3.674
C 2.622 3.252 -4.851
C 2.456 2.221 -5.947
C 3.561 1.240 -2.995
H 3.669 3.443 -4.607
H 2.206 4.203 -5.185
H 2.842 1.245 -5.645
H 2.979 2.533 -6.851
H 1.399 2.083 -6.181
H 3.261 0.256 -3.359
H 4.108 1.125 -2.059
H 4.252 1.693 -3.701